Entry 1:
The following is a DFT calculation (ωB97M-V with the def2-TZVPD basis set) of a 2-piece molecular cluster, C10H16 overall.

```
26
Properties=species:S:1:pos:R:3:mulliken_charge:R:1
C -1.6996 -2.0495 1.3478 -1.373
C -1.1313 -1.5308 0.0585 -0.384
C 0.2262 -0.8618 0.4748 0.489
C 0.2978 0.4212 1.0913 -0.563
C 1.6188 0.9289 1.3832 -0.502
C 2.7981 0.2210 1.0860 -0.466
C 2.6506 -1.0125 0.4529 -0.393
C 1.3810 -1.5791 0.1912 -0.657
H -2.0522 -1.3192 1.9465 0.418
H -0.9974 -2.6786 1.8423 0.393
H -2.4721 -2.8907 1.3257 0.328
H -0.9197 -2.3623 -0.5288 0.454
H -1.7166 -0.7925 -0.4362 0.162
H -0.4587 1.0280 1.2813 0.678
H 1.7569 1.8589 1.7785 0.477
H 3.8644 0.6165 1.4739 0.221
H 3.4205 -1.5081 0.0050 0.439
H 1.2743 -2.5472 -0.2874 0.308
C -1.0880 1.2582 -2.0292 -0.337
C -0.8908 2.7994 -1.6108 -1.090
H -0.5912 0.6951 -1.2302 -0.313
H -2.1556 1.1529 -2.1175 0.340
H -0.5402 0.9410 -2.8584 0.383
H -1.6543 3.0231 -0.8043 0.252
H -0.9925 3.2914 -2.5286 0.412
H 0.0717 2.8967 -1.3076 0.324
```

Results
HOMO energy: -9.03 eV
SMILES: CCc1ccccc1.CC
net charge: 0
LUMO level: 1.00 eV
F_max: 6.98 eV/A

***

Entry 2:
The following is a DFT calculation (ωB97M-V with the def2-TZVPD basis set) of a 2-piece molecular cluster, C10H16 overall.

```
26
Properties=species:S:1:pos:R:3:lowdin_spin:R:1
C -1.8604 2.4320 -0.4564 0.003
C -0.7228 3.3805 -0.0384 0.001
C -1.3843 1.1660 -1.1856 0.012
H -2.5351 2.2419 0.3777 0.000
H -2.4981 3.0524 -1.0886 0.000
H -0.9114 4.3211 -0.5672 0.000
H -1.2708 1.2921 -2.2587 0.000
H 0.3093 3.2492 -0.3736 0.000
H -0.6501 3.6329 1.0174 0.000
H -0.4039 0.9811 -0.8110 0.000
H -1.9996 0.3288 -0.8557 0.007
C 3.0235 -1.5764 0.9629 0.055
C -0.1045 -1.5575 -1.0890 0.077
C -1.0271 -1.8953 -0.0764 0.313
C 1.2054 -1.3765 -0.7193 0.066
C 1.5784 -1.5796 0.6242 0.265
C -0.6432 -2.1766 1.2664 0.051
C 0.6549 -2.0316 1.6262 0.102
H -0.3558 -1.3755 -2.1230 0.000
H -2.0877 -2.0197 -0.2599 0.011
H 1.8685 -1.1496 -1.5397 -0.001
H -1.4689 -2.3991 1.9264 -0.001
H 3.2730 -0.5699 1.3034 0.026
H 3.7220 -1.7037 0.1308 0.005
H 1.0112 -2.2287 2.6266 0.002
H 3.2775 -2.4380 1.5805 0.006
```

Results
<S²>: 0.77
HOMO energy (alpha / beta): -13.82 / -13.82 eV
net charge: +1
2S+1: 2
LUMO level (alpha / beta): -4.32 / -8.14 eV
F_max: 1.99 eV/A

***

Entry 3:
The following is a DFT calculation (ωB97M-V with the def2-TZVPD basis set) of C10H16AlF6O8S2 as an isolated structure.

```
43
Properties=species:S:1:pos:R:3:mulliken_charge:R:1
Al -0.1928 0.7483 0.3887 1.581
C -5.0177 2.0806 0.9514 0.524
F -5.9963 1.3939 0.4140 -0.173
F -4.5273 2.9318 0.0595 -0.185
F -5.4333 2.6940 2.0320 -0.167
S -3.6441 0.8182 1.4217 1.341
O -3.0919 0.2619 0.1772 -0.670
O -2.5249 1.5640 2.0308 -0.649
O -4.2985 -0.1515 2.2606 -0.598
C 4.4415 -0.6724 -0.0085 0.526
F 4.3974 0.6302 -0.1978 -0.183
F 5.1296 -1.2334 -0.9845 -0.191
F 4.9908 -1.0560 1.1253 -0.185
S 2.6297 -1.3156 0.0974 1.222
O 1.9101 -0.7580 -1.0460 -0.618
O 2.6453 -2.7686 0.1209 -0.568
O 2.0732 -0.6789 1.2878 -0.631
C 2.2685 2.6031 -3.6711 -0.613
C 1.8272 3.9031 -3.0398 -0.585
C 0.6011 3.4121 -2.2961 -0.585
O 1.0287 2.1464 -1.7035 -0.266
C 2.0779 1.5987 -2.5501 -0.223
H 3.2819 2.6791 -4.0634 0.364
H 1.5977 2.4234 -4.5121 0.303
H 1.5416 4.5752 -3.8505 0.320
H 2.5566 4.4203 -2.4185 0.301
H -0.2432 3.2864 -2.9774 0.331
H 0.2275 4.0860 -1.5247 0.336
H 1.8095 0.6931 -3.0918 0.281
H 2.9766 1.5340 -1.9415 0.152
C -0.9830 -4.2154 1.8156 -0.651
C -1.6338 -3.5254 2.9959 -0.638
C -1.9439 -2.1488 2.4181 -0.451
O -0.8668 -1.9042 1.4703 -0.100
C -0.1296 -3.0775 1.2444 -0.486
H -1.7261 -4.5828 1.1046 0.311
H -0.3878 -5.0828 2.0964 0.363
H -0.9531 -3.4345 3.8434 0.299
H -2.5309 -4.0441 3.3287 0.363
H -2.0114 -1.3663 3.1761 0.369
H -2.9161 -2.1661 1.9195 0.350
H 0.7845 -3.1057 1.8650 0.336
H 0.2557 -3.1957 0.2322 0.442
```

Results
HOMO energy: -13.67 eV
net charge: +1
LUMO level: -9.99 eV
F_max: 2.89 eV/A

***

Entry 4:
The following is a DFT calculation (ωB97M-V with the def2-TZVPD basis set) of C10H16As2S3SbV as an isolated structure.

```
33
Properties=species:S:1:pos:R:3:lowdin_spin:R:1
V -0.0296 -0.0438 -0.5262 1.952
C 3.8261 -0.5951 -0.2568 0.007
As 2.2074 -0.2653 0.7557 0.025
C 2.3053 -1.6080 2.1457 0.007
C 2.6011 1.3960 1.6797 -0.001
C 3.6339 1.4744 2.6095 -0.001
C 3.9100 2.6710 3.2522 0.000
C 3.1579 3.8028 2.9671 0.000
C 2.1315 3.7363 2.0384 0.000
C 1.8480 2.5360 1.3930 0.002
As 0.4311 2.4364 0.0773 0.002
C -0.9938 3.5332 0.7885 -0.002
C 1.1017 3.4966 -1.4015 -0.002
H 4.6861 -0.5880 0.4110 0.000
H 3.9476 0.1751 -1.0158 0.000
H 3.7423 -1.5649 -0.7441 0.000
H 3.2835 -1.5945 2.6228 0.000
H 2.1389 -2.5828 1.6901 0.002
H 1.5298 -1.4233 2.8860 0.001
H 4.2308 0.6001 2.8405 0.000
H 4.7124 2.7216 3.9759 0.000
H 3.3717 4.7372 3.4683 0.000
H 1.5542 4.6276 1.8237 0.000
H -1.3339 3.1211 1.7360 0.000
H -1.8187 3.5281 0.0782 0.000
H -0.6479 4.5549 0.9316 -0.001
H 1.3943 4.4785 -1.0332 -0.001
H 0.3202 3.6000 -2.1521 0.000
H 1.9629 3.0024 -1.8462 0.000
S -1.2006 -1.7361 0.5803 0.495
Sb -1.5324 -2.0659 -1.8404 0.019
S -2.3290 0.1224 -1.1937 0.497
S 0.6721 -1.2096 -2.3351 -0.001
```

Results
<S²>: 3.79
HOMO energy (alpha / beta): -11.64 / -12.09 eV
net charge: +1
2S+1: 4
LUMO level (alpha / beta): -3.96 / -5.25 eV
F_max: 0.16 eV/A

***

Entry 5:
The following is a DFT calculation (ωB97M-V with the def2-TZVPD basis set) of a 3-piece molecular cluster, C10H16F2N2O7S overall.

```
38
Properties=species:S:1:pos:R:3:mulliken_charge:R:1
N 3.0906 -1.1490 1.5661 -0.630
C 2.5414 -0.0239 1.4363 -0.200
C 1.1456 0.1590 0.8969 -0.230
O 0.8002 1.5658 0.8937 -0.258
S 0.0494 2.1089 -0.3965 0.752
O 0.2501 3.5280 -0.4029 -0.498
O -1.5919 2.0478 0.1917 -0.397
N -1.8262 0.8744 0.9230 0.604
C -2.7889 0.0583 0.2644 0.323
O -3.7409 0.3818 -0.3312 -0.406
F -2.4240 -1.2138 0.4103 -0.178
C -2.0470 1.1706 2.3067 0.393
O -1.2579 1.0445 3.1707 -0.372
F -3.2862 1.6276 2.5034 -0.226
H 2.4810 -1.9172 1.2757 0.244
H 3.0915 0.8708 1.7345 0.407
H 1.0692 -0.2557 -0.1146 0.388
H 0.4287 -0.3676 1.5300 0.289
C 1.5833 -6.0141 3.1964 -1.145
C 1.1479 -4.7738 2.4562 0.766
O 1.8931 -3.8332 2.3070 -0.499
C -0.2617 -4.7670 1.9149 -0.898
H 2.6096 -5.8966 3.5346 0.304
H 0.9333 -6.1844 4.0562 0.329
H 1.5125 -6.8842 2.5415 0.326
H -0.9758 -4.8937 2.7302 0.334
H -0.3982 -5.5933 1.2154 0.328
H -0.4584 -3.8257 1.4050 0.130
C -1.3309 3.9893 -3.5006 -0.976
C -0.0472 3.6720 -4.2288 0.879
O 0.5477 2.6343 -4.0505 -0.555
C 0.4595 4.7192 -5.1909 -1.127
H -1.5874 3.1598 -2.8458 0.118
H -1.2107 4.8951 -2.9051 0.314
H -2.1400 4.1450 -4.2161 0.416
H 0.6390 5.6561 -4.6611 0.316
H -0.2847 4.9064 -5.9670 0.331
H 1.3844 4.3785 -5.6495 0.305
```

Results
HOMO energy: -9.70 eV
net charge: 0
LUMO level: -0.33 eV
F_max: 0.82 eV/A

***

Entry 6:
The following is a DFT calculation (ωB97M-V with the def2-TZVPD basis set) of the molecule C10H16FNO5.

```
33
Properties=species:S:1:pos:R:3:mulliken_charge:R:1
C 4.3550 -2.2207 0.8667 -0.830
C 4.0139 -0.6409 1.2970 -0.353
C 2.7169 -0.2072 0.3896 0.267
F 3.1794 -0.2519 -1.0475 -0.354
O 2.2281 1.1615 0.6147 -0.298
C 0.7798 1.1537 0.8690 0.134
O 0.3909 1.1003 2.1713 -0.551
N -0.3246 1.1592 -0.1624 0.311
C 0.1714 0.9049 -1.5674 -0.552
C 0.0934 -0.7524 -1.7795 -0.852
C -1.2265 2.3691 -0.0612 -0.516
C -2.7268 1.7757 0.3805 0.551
O -3.0001 1.7518 1.6979 -0.497
O -3.6788 1.2554 -0.6530 -0.310
C -3.9169 -0.1929 -0.4020 0.597
C -5.3232 -0.6961 0.3250 -0.774
O -3.0230 -1.1645 -0.6984 -0.485
H 3.3287 -2.7108 0.5031 0.248
H 5.0805 -2.2443 -0.0642 0.245
H 4.7326 -2.8523 1.7789 0.289
H 3.8474 -0.5687 2.4567 0.297
H 4.9277 -0.0108 0.9113 0.275
H 1.8343 -0.9890 0.5740 0.199
H 1.2463 1.3196 -1.7975 0.328
H -0.5379 1.3800 -2.4010 0.410
H -0.8529 -0.9827 -2.4292 0.324
H 1.0921 -1.2030 -2.1951 0.202
H -0.1055 -1.2390 -0.7099 0.215
H -0.8676 3.1902 0.6999 0.314
H -1.4199 2.9052 -1.1089 0.373
H -5.4733 -0.1424 1.3699 0.246
H -6.2441 -0.4926 -0.3712 0.274
H -5.2971 -1.8645 0.5430 0.275
```

Results
HOMO energy: -10.02 eV
SMILES: CC[C@H](F)OC(=O)N(CC)CC(=O)OC(C)=O
net charge: 0
LUMO level: -0.13 eV
F_max: 9.26 eV/A

***

Entry 7:
The following is a DFT calculation (ωB97M-V with the def2-TZVPD basis set) of the molecule C10H16N2.

```
28
Properties=species:S:1:pos:R:3:mulliken_charge:R:1
C 0.4700 -2.5396 -1.1086 -1.169
C 0.0229 -2.1536 0.3023 -0.831
C -0.6909 -0.8351 0.2632 0.044
C -2.0242 -0.7527 0.4562 -0.410
C -2.7469 0.4863 0.4639 -0.689
C -2.1345 1.6515 0.2047 -0.772
C -0.7541 1.6788 -0.2515 -0.292
C -0.3412 0.9476 -1.4999 -0.943
C 0.0282 0.3564 -0.1750 1.157
N 1.5616 0.4962 0.1815 0.200
C 1.7055 0.6278 1.6177 -1.093
N 2.1765 1.5298 -0.5440 -0.628
H -0.3748 -2.5142 -1.7920 0.289
H 0.8860 -3.5437 -1.1149 0.413
H 1.2233 -1.8424 -1.4609 0.280
H 0.8998 -2.1058 0.9498 0.213
H -0.6565 -2.9139 0.6952 0.471
H -2.5772 -1.6512 0.6950 0.359
H -3.7855 0.4658 0.7581 0.364
H -2.6352 2.5986 0.3465 0.423
H -0.2099 2.5939 -0.0519 0.424
H -1.1016 0.4409 -2.0726 0.295
H 0.4632 1.3845 -2.0676 0.367
H 2.7602 0.5160 1.8805 0.333
H 1.3486 1.6023 1.9941 0.404
H 1.1360 -0.1538 2.1128 0.361
H 2.2281 2.3995 -0.0097 0.197
H 3.1225 1.2303 -0.7730 0.234
```

Results
HOMO energy: -7.80 eV
SMILES: CCC1=CC=C[C@@H]2C[C@]12N(C)N
net charge: 0
LUMO level: 0.97 eV
F_max: 3.02 eV/A

***

Entry 8:
The following is a DFT calculation (ωB97M-V with the def2-TZVPD basis set) of the molecule C10H16N2.

```
28
Properties=species:S:1:pos:R:3:mulliken_charge:R:1
C 0.9066 -1.6448 -1.3176 -1.421
C 0.5418 -1.2638 0.1785 2.129
C 0.7968 -2.3549 1.1867 -1.411
C 1.2506 0.1164 0.3284 -1.680
C 0.1352 1.3584 0.0164 1.832
C 0.4345 1.9919 -1.3590 -1.565
C 0.0079 2.4714 1.1401 -1.756
C -1.0451 0.4910 0.0907 -1.195
N -2.4000 0.7194 0.1080 0.334
N -3.1198 -0.4619 0.0779 -0.929
C -2.1923 -1.4408 0.0607 -0.668
C -0.9047 -0.9035 0.1054 0.539
H 1.9899 -2.0326 -1.2278 0.325
H 0.8466 -0.6967 -1.8249 0.358
H 0.4362 -2.4551 -1.8680 0.312
H 1.5852 -3.1046 0.9162 0.322
H -0.0957 -2.9671 1.2520 0.320
H 0.9305 -1.8523 2.1834 0.347
H 1.7414 0.1943 1.3532 0.390
H 2.1586 0.1598 -0.2661 0.404
H 0.9810 2.9710 -1.2215 0.383
H -0.5089 2.2243 -1.9056 0.303
H 0.9749 1.4809 -2.1581 0.388
H 0.9754 2.9050 1.2426 0.523
H -0.1882 1.8236 2.0130 0.407
H -0.7536 3.1887 0.8567 0.365
H -2.8942 1.5686 -0.1444 0.248
H -2.5907 -2.4866 0.1832 0.394
```

Results
HOMO energy: -8.44 eV
SMILES: CC1(C)CC(C)(C)c2[nH]ncc21
net charge: 0
LUMO level: 0.75 eV
F_max: 3.23 eV/A